1.
Below is a structure of composition C6H5N2O6Pd, with properties calculated with wB97M-V/def2-TZVPD.

Its orbital gap (spin up / spin down) is 7.64 / 5.03 eV.

Structure (ORCA input):
```
! wB97M-V def2-TZVPD RIJCOSX def2/J DEFGRID3
* xyz 3 5
O -3.71778 -4.14005 -2.94298
C -2.93276 -3.39399 -2.54313
Pd 0.27893 -1.58847 -0.64190
O -2.14715 -3.38306 0.36408
C -1.27563 -2.88650 -0.16352
C 0.72980 -0.75390 1.11333
O 1.11468 -0.63293 2.18639
C -0.04357 0.26622 -1.54192
O 0.36091 1.17129 -2.16656
C 1.48307 -2.49462 -1.81829
O 2.32602 -3.14614 -2.24158
H -1.09768 -0.34721 -1.41296
N -0.29459 2.82909 2.13616
C 0.45823 2.13988 1.22604
N 1.64944 2.79416 1.05838
O 0.02321 1.21276 0.51340
H 0.27181 3.46998 2.70441
H -1.28838 2.68049 2.24163
H 2.20085 2.70015 0.22215
H 1.90059 3.50284 1.70687
*
```

The molecule's Löwdin atomic charges, reported in e, are given here: O 0.099; C 0.038; Pd 0.969; O 0.241; C -0.046; C -0.064; O 0.261; C -0.229; O 0.212; C -0.049; O 0.288; H 0.155; N 0.456; C -0.446; N 0.430; O -0.052; H 0.190; H 0.199; H 0.187; H 0.160

***

2.
Below is an isolated molecule of C6H5N2P, with properties calculated with wB97M-V/def2-TZVPD.

Its orbital gap is 9.86 eV.

Structure (ORCA input):
```
! wB97M-V def2-TZVPD RIJCOSX def2/J DEFGRID3
* xyz 0 1
C 0.35370 2.77771 1.57476
C 0.68458 -1.58086 0.33201
C -0.09823 -2.05599 -0.70214
C 0.75910 -0.19951 0.57218
C -0.82368 -1.09999 -1.47991
C 0.13209 0.65877 -0.32889
N 0.24124 3.09276 2.65748
N -0.72158 0.17926 -1.33849
P 0.22916 2.42421 -0.38060
H 0.99704 -2.27025 1.06110
H -0.39247 -3.14887 -0.91382
H 1.31835 0.26355 1.39979
H -1.49211 -1.37588 -2.16906
H -1.18719 2.33510 -0.28441
*
```

The molecule's Löwdin atomic charges, reported in e, are given here: C -0.431; C -0.076; C -0.046; C -0.081; C -0.163; C -0.584; N 0.040; N 0.032; P 0.956; H 0.091; H 0.132; H 0.102; H 0.065; H -0.038

***

Strongest force on any atom, respectively: 8.5 4.7 eV/Å.
Energy relative to the best compared isomer or geometry (same formula, charge and spin), respectively: 59.7 0.0 kcal/mol.